[1]
Here is C3H3NO in the gas phase in a non-equilibrium geometry from OMol25. Energies are from wB97M-V/def2-TZVPD.

Summary:
- Total charge: 0
- ΔE to the lowest compared entry with this formula, charge and spin: 131.7 kJ/mol
- Orbital gap: 11.5682 eV
- Spin multiplicity: 1

Each atom is followed by the atoms it is bonded to, with distances in Å.
Positions of all 8 atoms, in Å:
1 C -0.86 -0.31 0.07  C2 1.497, H6 1.090, H7 1.098, H8 1.092
2 C 0.32 0.62 0.13  C1 1.497, O3 1.187, N5 1.525
3 O 0.33 1.81 0.10  C2 1.187
4 C 1.97 -0.32 -0.82  N5 1.195
5 N 1.62 -0.15 0.31  C2 1.525, C4 1.195
6 H -1.78 0.26 0.14  C1 1.090
7 H -0.84 -0.91 -0.84  C1 1.098
8 H -0.76 -0.99 0.92  C1 1.092

Atom-resolved charges from natural (NBO), all expressed in e: -0.72, 0.70, -0.47, 0.34, -0.60, 0.24, 0.25, 0.25

[2]
Here is C3H3NO in the gas phase from OMol25. Energies are from wB97M-V/def2-TZVPD.

Summary:
- Total charge: 0
- ΔE to the lowest compared entry with this formula, charge and spin: 414.7 kJ/mol
- Orbital gap: 7.8029 eV
- Spin multiplicity: 1

Each atom is followed by the atoms it is bonded to, with distances in Å.
Positions of all 8 atoms, in Å:
1 O 1.19 -1.19 1.59  C5 1.199
2 C -0.08 0.19 -1.36  C3 1.411, H6 1.101
3 C -0.56 0.79 -0.17  C2 1.411, N4 1.292, H7 1.101
4 N -0.51 0.30 1.02  C3 1.292, C5 1.402
5 C 0.24 -0.88 0.92  O1 1.199, N4 1.402, H8 1.132
6 H 0.90 0.55 -1.69  C2 1.101
7 H -1.07 1.75 -0.35  C3 1.101
8 H -0.10 -1.52 0.05  C5 1.132

Atom-resolved charges from natural (NBO), all expressed in e: -0.51, 0.02, -0.08, -0.48, 0.50, 0.16, 0.25, 0.12

[3]
Here is 2 unconnected molecules or ions with the total composition C3H3NO in a non-equilibrium geometry from OMol25. Energies are from wB97M-V/def2-TZVPD.

Summary:
- Total charge: 0
- ΔE to the lowest compared entry with this formula, charge and spin: 238.3 kJ/mol
- Orbital gap: 9.0413 eV
- Spin multiplicity: 1

Each atom is followed by the atoms it is bonded to, with distances in Å.
Positions of all 8 atoms, in Å:
1 C 0.21 0.79 -0.21  C2 1.323, H4 1.074, H5 1.085
2 C 0.78 -0.01 -1.09  C1 1.323, O3 1.164
3 O 1.50 -0.79 -1.59  C2 1.164
4 H -0.69 1.35 -0.35  C1 1.074
5 H 0.94 1.15 0.52  C1 1.085
6 C -0.82 -0.74 0.84  N7 1.161, H8 1.074
7 N -1.28 -0.32 1.83  C6 1.161
8 H -0.64 -1.44 0.05  C6 1.074

Atom-resolved charges from natural (NBO), all expressed in e: -0.76, 0.72, -0.43, 0.28, 0.29, 0.05, -0.36, 0.21

The records above give, respectively, HOMO energy values of -11.37; -9.83; -8.96 eV.
The records above give, respectively, E_LUMO values of 0.20; -2.03; 0.08 eV.